91
Properties=species:S:1:pos:R:3:mulliken_charge:R:1 method="wB97M-V/def2-TZVPD" homo_ev=-10.73 e_tot_ha=-4831.9358 largest_force_ev_per_a=4.64 orbital_gap_ev=3.51 total_charge=+1
O 5.07248 -0.54184 -1.64926 -0.508
V 4.60141 0.60383 -2.58558 1.465
O 4.45700 1.97980 -1.82161 -0.468
O 1.47918 0.39604 -5.69489 -0.520
V 2.09694 -0.64808 -4.70556 1.383
O 1.03894 -1.72719 -4.32092 -0.498
C 0.37511 1.90486 -2.30504 -1.329
C 1.19623 0.68412 -1.87352 1.447
C 0.30592 -0.53665 -1.70182 -0.557
O 2.33173 0.50580 -2.72033 -0.001
H 0.26990 1.79619 -3.39024 0.397
H 0.90198 2.79942 -1.98387 0.265
H -0.65129 1.91069 -1.94081 0.238
H 1.49017 0.84174 -0.82748 -0.481
H -0.06171 -1.07818 -2.57662 0.658
H -0.63163 -0.29563 -1.20068 -0.459
H 0.85005 -1.28043 -1.11939 -0.051
C -2.16340 0.31406 1.19015 0.819
C -2.59209 0.26267 2.67564 0.346
O -3.83818 0.93760 2.70712 -0.443
S -3.98485 2.07135 1.58097 1.053
O -3.39410 3.26106 2.06271 -0.562
O -5.28717 2.03935 1.04692 -0.549
O -3.02141 1.27827 0.57783 -0.070
H -2.26776 -0.62562 0.65044 -0.744
H -1.17865 0.74146 0.99851 -0.289
H -1.85681 0.74754 3.31660 0.238
H -2.74275 -0.77030 2.97552 0.210
O 3.03249 2.61844 3.39544 -0.530
S 3.43604 3.66612 2.51267 1.244
O 4.60144 3.55915 1.70793 -0.643
O 2.25637 4.23383 1.58453 -0.314
C 0.91763 4.09875 2.05556 -0.452
C -0.07954 3.72587 0.96952 -0.409
C 3.67610 5.12101 3.50427 -1.083
H 0.57095 4.96858 2.62011 0.359
H 0.84756 3.33167 2.83508 0.448
H -0.13882 2.66857 0.71708 -0.387
H 0.23125 4.21959 0.04265 0.316
H -1.04032 4.15493 1.24429 0.394
H 4.66381 5.00699 3.95413 0.403
H 2.98249 5.15907 4.34181 0.338
H 3.66736 6.03282 2.91678 0.334
C 3.31750 -5.57857 -2.05667 -0.482
C 2.28326 -4.69376 -2.33326 -0.781
C 2.38266 -3.40196 -1.81381 -0.197
C 3.39997 -3.02530 -0.95147 0.247
C 4.38416 -3.95391 -0.61580 -0.694
C 4.38087 -5.18373 -1.25459 -0.490
H 3.34671 -6.53332 -2.56677 0.392
H 1.36747 -4.99444 -2.82406 0.381
H 1.52622 -2.78603 -2.04473 0.474
H 3.23005 -2.18286 -0.28783 0.370
H 5.00302 -3.72893 0.24266 0.428
H 5.15259 -5.91281 -1.03933 0.387
C 2.78264 -1.47627 4.63634 -0.425
C 1.50169 -1.90977 4.96204 -0.692
C 0.49285 -1.62188 4.04674 -0.617
C 0.75233 -1.04293 2.80249 0.618
C 2.02256 -0.56207 2.54648 -0.374
C 3.01693 -0.71649 3.50059 -1.015
H 3.61962 -1.73981 5.27229 0.389
H 1.22498 -2.50495 5.81973 0.423
H -0.48029 -2.10096 4.11380 0.342
H -0.07363 -1.02034 2.10362 0.254
H 2.28022 0.00983 1.66027 0.549
H 4.02743 -0.40882 3.26629 0.467
C -3.31976 -3.08647 0.34741 -0.623
C -2.71032 -3.05376 -0.91092 -0.661
C -1.42300 -3.54709 -1.04083 -0.256
C -0.64038 -3.83581 0.07508 -0.225
C -1.22569 -3.73367 1.32430 -0.416
C -2.56567 -3.37889 1.47591 -0.521
H -4.33841 -2.73711 0.46583 0.366
H -3.30030 -2.87381 -1.80059 0.497
H -0.99372 -3.77329 -2.01260 0.423
H 0.39879 -4.12550 -0.00344 0.439
H -0.67809 -4.07442 2.19616 0.461
H -3.02442 -3.26227 2.44972 0.553
C -5.66105 3.28626 -4.26731 -0.579
C -4.36958 2.89250 -4.57373 -0.234
C -3.65490 2.02107 -3.75082 -0.412
C -4.23487 1.60708 -2.56076 0.105
C -5.60415 1.81163 -2.35327 -0.578
C -6.28423 2.68888 -3.16847 -0.302
H -6.21632 3.87245 -4.98590 0.357
H -3.90709 3.22239 -5.49757 0.351
H -2.59605 1.88461 -3.93770 0.264
H -3.67891 0.92149 -1.93258 0.295
H -6.01318 1.26606 -1.51362 0.390
H -7.32059 2.94040 -2.97594 0.348